(1)
19
Properties=species:S:1:pos:R:3 method="wB97M-V/def2-TZVPD" e_above_lowest_kcal_mol=22.7 charge=-1 e_tot_ha=-586.84169
N -0.6711 0.1404 1.2910
H 2.7355 -0.2308 -0.5687
H 0.4712 1.0720 -3.2592
N -1.5870 -1.8650 -0.5737
H 0.8500 2.2553 -0.5291
N -0.9343 0.6502 3.6905
H 2.4478 1.5903 -1.2631
H -2.0409 -2.2468 -1.4152
C -0.8264 0.3343 2.4614
H -2.1870 -1.0959 -0.2440
N -0.0715 -0.4631 5.7407
H -1.6015 -2.5848 0.1555
C 1.7128 1.5472 -0.4416
H 0.2000 -0.5010 -3.7435
C -0.4562 0.0026 4.7261
H 2.1141 1.5684 0.5840
N 0.0231 0.1840 -2.9836
Pb 0.8063 -0.7061 -0.5389
H -0.9850 0.3490 -3.0885


(2)
20
Properties=species:S:1:pos:R:3 method="wB97M-V/def2-TZVPD" e_above_lowest_kcal_mol=233.8 charge=+1 e_tot_ha=-503.00351
H 1.9037 -1.6550 0.0311
H 0.3602 -0.7161 -1.6028
N -3.5126 -2.1194 0.9314
N -1.6559 -0.3182 -1.4236
H -2.4193 0.2460 -1.0668
C 2.1057 -0.6220 -0.2836
H 1.3257 1.9474 -0.9330
H 0.7393 2.5614 0.4971
N -1.0950 0.4055 1.1092
N -2.7372 -1.1805 0.8177
H 3.1020 -0.5076 0.1143
H -4.3731 -2.2342 0.3852
C 1.4364 1.8739 0.0807
N -0.4734 -0.3115 -1.0176
H 1.6217 0.4921 1.5847
H 2.0848 -0.4700 -1.3963
N -0.0922 0.1803 0.1892
N -2.0239 -0.3478 1.2534
H 2.3766 2.3471 0.1415
C 1.3266 0.4286 0.5881


(3)
15
Properties=species:S:1:pos:R:3 method="wB97M-V/def2-TZVPD" e_above_lowest_kcal_mol=12.6 charge=-1 e_tot_ha=-250.27129
H -0.9152 -0.9741 1.0162
H -0.6154 2.1408 0.4373
H 0.4589 1.4557 -1.6018
O 1.0683 0.0146 -0.2532
H -0.5892 -2.6790 1.3404
H 0.7239 3.3262 0.1094
C -1.1303 -1.9859 0.6854
H 0.0291 -1.3943 -0.8502
C 1.0724 1.3026 -0.6847
H 0.9023 2.0443 1.3226
H 2.1060 1.6535 -0.9063
H -0.5767 -2.9684 -1.0573
H -2.2005 -2.1915 0.8286
N -0.7959 -2.0324 -0.7346
C 0.4622 2.2876 0.3482


Copy entry 2 word for word.
20
Properties=species:S:1:pos:R:3 method="wB97M-V/def2-TZVPD" e_above_lowest_kcal_mol=233.8 charge=+1 e_tot_ha=-503.00351
H 1.9037 -1.6550 0.0311
H 0.3602 -0.7161 -1.6028
N -3.5126 -2.1194 0.9314
N -1.6559 -0.3182 -1.4236
H -2.4193 0.2460 -1.0668
C 2.1057 -0.6220 -0.2836
H 1.3257 1.9474 -0.9330
H 0.7393 2.5614 0.4971
N -1.0950 0.4055 1.1092
N -2.7372 -1.1805 0.8177
H 3.1020 -0.5076 0.1143
H -4.3731 -2.2342 0.3852
C 1.4364 1.8739 0.0807
N -0.4734 -0.3115 -1.0176
H 1.6217 0.4921 1.5847
H 2.0848 -0.4700 -1.3963
N -0.0922 0.1803 0.1892
N -2.0239 -0.3478 1.2534
H 2.3766 2.3471 0.1415
C 1.3266 0.4286 0.5881